1.
C31H61N7O3 | wB97M-V/def2-TZVPD

Values from the calculation:
E_tot, a.u.: -1826.6604
ΔE to the lowest compared entry with this formula, charge and spin, kcal/mol: 26.4
E_HOMO, eV: -9.84
Net charge: 0
Kohn-Sham gap, eV: 10.28
SMILES: CCCC#N.CCCC#N.CCCC#N.CCCC#N.CCCC#N.CCCC#N.CCCC#N.CO.CO.CO

XYZ file:
```
102
Properties=species:S:1:pos:R:3:mulliken_charge:R:1
C 0.615 -2.700 -3.681 -1.380
C -0.438 -2.766 -2.645 0.766
C -0.112 -3.904 -1.631 0.579
C 0.034 -5.194 -2.369 0.028
N 0.153 -6.167 -2.988 -0.572
H 0.678 -3.660 -4.185 0.443
H 1.661 -2.539 -3.210 0.257
H 0.514 -1.912 -4.416 0.346
H -1.480 -2.854 -2.940 0.327
H -0.493 -1.852 -2.056 -0.574
H -0.847 -4.154 -0.837 -0.032
H 0.839 -3.737 -1.105 -0.288
C 4.079 0.252 6.937 -1.109
C 5.003 0.826 5.822 -0.552
C 4.384 0.754 4.433 -0.290
C 2.958 1.194 4.398 0.121
N 1.876 1.546 4.469 -0.412
H 3.723 -0.706 6.654 0.323
H 3.269 0.958 7.225 0.293
H 4.657 0.017 7.848 0.354
H 5.944 0.343 5.685 0.372
H 5.247 1.856 6.064 0.291
H 4.533 -0.311 4.063 0.265
H 5.002 1.331 3.742 0.289
C 0.875 -4.236 2.237 -1.012
C 1.265 -2.833 2.535 -0.573
C 1.314 -1.926 1.275 1.374
C 2.296 -2.475 0.298 -0.133
N 3.107 -2.878 -0.376 -0.587
H 0.758 -4.833 3.147 0.415
H 1.582 -4.746 1.519 0.290
H -0.074 -4.186 1.713 0.116
H 2.228 -2.814 3.019 0.348
H 0.584 -2.356 3.272 0.291
H 1.593 -0.918 1.554 0.282
H 0.340 -1.935 0.838 -0.748
C 3.295 5.201 2.670 -1.249
C 2.165 4.800 1.691 -0.048
C 0.818 4.828 2.357 -0.414
C -0.259 4.301 1.499 0.134
N -1.059 3.977 0.736 -0.453
H 4.253 5.161 2.225 0.397
H 3.344 4.486 3.502 0.220
H 3.139 6.237 3.064 0.342
H 2.366 3.869 1.155 0.107
H 2.217 5.542 0.887 0.311
H 0.677 5.824 2.791 0.397
H 0.814 4.278 3.305 0.247
C -5.316 -1.171 -0.820 -1.528
C -4.380 0.047 -0.764 1.179
C -5.224 1.275 -1.101 -0.585
C -5.636 1.134 -2.561 0.264
N -6.096 0.951 -3.599 -0.522
H -5.884 -1.293 -1.748 0.407
H -5.993 -1.266 0.002 0.434
H -4.737 -2.081 -0.735 0.288
H -3.513 0.022 -1.415 -0.437
H -3.963 0.169 0.243 -0.087
H -4.644 2.190 -0.981 0.333
H -6.144 1.229 -0.541 0.350
C -2.185 -1.573 -7.007 -0.950
C -3.011 -0.304 -6.863 -0.573
C -3.965 -0.286 -5.687 -0.446
C -3.186 -0.394 -4.449 0.226
N -2.478 -0.429 -3.513 -0.404
H -1.536 -1.848 -6.216 0.152
H -1.594 -1.472 -7.918 0.349
H -2.937 -2.358 -7.141 0.292
H -3.590 -0.183 -7.743 0.385
H -2.312 0.570 -6.924 0.333
H -4.653 -1.120 -5.897 0.267
H -4.508 0.588 -5.480 0.380
C 2.543 1.041 -2.421 -1.061
C 3.352 2.091 -3.195 -0.398
C 4.782 2.217 -2.683 -0.583
C 4.950 2.227 -1.234 0.326
N 4.953 2.278 -0.069 -0.508
H 2.598 1.304 -1.357 0.187
H 2.859 0.046 -2.491 0.417
H 1.538 1.036 -2.729 0.385
H 2.804 3.050 -3.218 0.306
H 3.483 1.735 -4.282 0.259
H 5.449 2.917 -3.145 0.427
H 5.171 1.279 -2.961 0.254
C -2.127 1.791 4.167 -0.854
O -1.179 0.948 3.465 -0.261
H -2.640 2.436 3.435 0.299
H -2.854 1.212 4.704 0.297
H -1.689 2.497 4.859 0.348
H -0.289 1.107 3.825 0.219
C -3.591 -2.930 1.831 -0.668
O -2.401 -2.830 1.011 -0.336
H -3.246 -2.740 2.863 0.234
H -4.320 -2.115 1.542 0.162
H -4.009 -3.892 1.691 0.257
H -2.194 -1.902 0.922 0.219
C -0.830 0.724 0.025 -0.709
O -1.570 -0.128 0.874 -0.052
H -1.298 1.707 -0.005 0.329
H 0.126 0.870 0.465 0.416
H -0.703 0.252 -0.985 -0.102
H -1.619 0.385 1.760 0.183
```



2.
C25H33N2O12 | wB97M-V/def2-TZVPD

Values from the calculation:
E_tot, a.u.: -1983.8667
E_HOMO, eV: -11.61
Net charge: +1
Kohn-Sham gap, eV: 6.04

XYZ file:
```
72
Properties=species:S:1:pos:R:3:mulliken_charge:R:1
N -2.927 -1.208 2.833 -0.394
C -2.354 -1.451 1.672 0.427
O -1.346 -1.345 0.574 -0.254
C -1.286 0.029 0.044 0.367
C -1.780 1.387 0.872 0.024
C -1.675 2.838 0.110 0.386
C -2.157 4.291 0.742 0.007
O -1.336 4.954 1.571 -0.467
O -3.477 4.794 0.297 -0.290
C -4.455 3.700 0.167 0.282
C -4.789 2.908 -1.267 -0.150
C -5.878 1.681 -1.402 -0.399
C -6.677 1.238 -0.030 -0.357
C -6.390 2.044 1.400 -0.346
C -5.289 3.274 1.546 -0.315
C -1.065 2.901 -1.435 -0.473
C -0.611 1.488 -2.131 -0.100
N -0.742 0.180 -1.382 0.011
H -2.218 1.321 1.956 0.370
H -4.206 3.227 -2.238 0.335
H -6.024 1.160 -2.465 0.310
H -7.449 0.340 -0.086 0.328
H -6.963 1.749 2.399 0.300
H -5.060 3.859 2.535 0.355
H -1.007 3.938 -1.993 0.414
H -0.199 1.541 -3.241 0.323
H -0.457 -0.700 -1.904 0.282
C 1.973 -5.404 6.724 -1.081
C 1.759 -4.043 7.361 -0.158
O 1.868 -3.003 6.382 -0.364
C 0.769 -2.805 5.612 0.649
O -0.282 -3.420 5.689 -0.554
O 1.050 -1.819 4.724 -0.275
C -0.002 -1.558 3.798 -0.766
H 2.917 -5.426 6.169 0.292
H 1.989 -6.190 7.484 0.355
H 1.179 -5.634 6.007 0.303
H 2.543 -3.863 8.105 0.289
H 0.799 -3.989 7.887 0.306
H -0.950 -1.374 4.314 0.438
H -0.099 -2.395 3.099 0.333
H 0.259 -0.661 3.230 0.227
C 5.641 4.615 -0.634 -1.080
C 5.688 3.195 -1.171 -0.134
O 5.340 2.255 -0.148 -0.363
C 4.013 2.111 0.090 0.712
O 3.111 2.697 -0.488 -0.561
O 3.860 1.220 1.101 -0.339
C 2.506 1.029 1.504 -0.463
H 6.255 4.706 0.268 0.298
H 6.000 5.325 -1.383 0.355
H 4.621 4.897 -0.353 0.297
H 6.710 2.960 -1.485 0.298
H 5.045 3.074 -2.051 0.271
H 1.868 0.779 0.651 0.172
H 2.139 1.927 2.012 0.343
H 2.476 0.195 2.211 0.211
C 0.217 -4.992 -5.621 -1.086
C -0.859 -3.921 -5.573 -0.192
O -0.354 -2.725 -4.967 -0.313
C 0.390 -1.928 -5.773 0.673
O 0.652 -2.138 -6.947 -0.538
O 0.814 -0.868 -5.042 -0.253
C 1.674 0.019 -5.754 -0.686
H 0.644 -5.155 -4.627 0.285
H -0.192 -5.936 -5.992 0.361
H 1.042 -4.693 -6.276 0.317
H -1.689 -4.268 -4.948 0.284
H -1.269 -3.715 -6.568 0.311
H 1.222 0.339 -6.698 0.353
H 2.641 -0.463 -5.932 0.324
H 1.838 0.905 -5.134 0.173
```



3.
C28H82N14O10 | wB97M-V/def2-TZVPD

Values from the calculation:
E_tot, a.u.: -2634.7264
ΔE to the lowest compared entry with this formula, charge and spin, kcal/mol: 219.4
E_HOMO, eV: -9.05
Net charge: 0
Kohn-Sham gap, eV: 9.07
SMILES: COC[C@H](C)N.COC[C@H](C)N.COC[C@H](C)N.COC[C@H](C)N.COC[C@H](C)N.COC[C@H](C)N.NC(N)=O.NC(N)=O.NC(N)=O.NC(N)=O

XYZ file:
```
134
Properties=species:S:1:pos:R:3:mulliken_charge:R:1
C -8.283 -5.243 -6.452 -0.770
O -7.003 -4.737 -6.072 -0.300
C -7.007 -3.363 -5.652 -0.772
C -5.567 -2.810 -5.257 0.416
C -4.516 -3.127 -6.304 -1.505
N -5.058 -3.472 -4.088 -0.711
H -8.964 -5.201 -5.602 0.302
H -8.218 -6.279 -6.783 0.261
H -8.803 -4.792 -7.297 0.314
H -7.279 -2.752 -6.513 0.349
H -7.745 -3.194 -4.868 0.407
H -5.589 -1.722 -5.199 0.332
H -4.727 -2.444 -7.127 0.409
H -4.659 -4.077 -6.818 0.314
H -3.478 -2.904 -6.060 0.417
H -4.340 -2.928 -3.629 0.267
H -4.526 -4.266 -4.414 0.274
C -8.762 7.965 -1.860 -0.846
O -8.244 6.698 -2.184 -0.277
C -6.896 6.434 -1.960 -0.617
C -6.505 5.087 -2.649 0.474
C -6.998 3.931 -1.818 -1.495
N -5.055 4.796 -2.758 -0.732
H -8.681 8.249 -0.810 0.332
H -9.849 7.999 -1.933 0.299
H -8.373 8.871 -2.323 0.325
H -6.234 7.183 -2.396 0.364
H -6.585 6.428 -0.916 0.290
H -6.787 5.006 -3.699 0.228
H -6.579 3.012 -2.227 0.461
H -8.081 3.921 -1.941 0.354
H -6.691 4.069 -0.781 0.327
H -4.765 4.065 -2.125 0.252
H -4.529 5.546 -2.333 0.258
C 2.905 2.303 6.008 -0.805
O 3.639 2.642 7.194 -0.349
C 4.899 3.174 6.799 -0.571
C 5.770 3.643 8.001 0.411
C 5.200 4.883 8.673 -1.371
N 7.144 3.958 7.401 -0.692
H 1.940 1.922 6.343 0.308
H 3.240 1.342 5.616 0.331
H 2.786 3.054 5.228 0.308
H 5.398 2.473 6.130 0.365
H 4.687 4.092 6.252 0.231
H 6.087 2.899 8.731 0.296
H 4.184 4.688 9.018 0.326
H 5.076 5.767 8.048 0.337
H 5.802 5.230 9.513 0.374
H 7.028 4.826 6.897 0.260
H 7.482 3.208 6.816 0.240
C 5.089 2.260 -7.408 -0.766
O 4.022 1.283 -6.908 -0.409
C 2.783 1.923 -6.602 -0.575
C 1.689 0.908 -6.126 0.592
C 1.064 1.434 -4.855 -1.738
N 2.260 -0.356 -5.851 -0.868
H 5.539 2.934 -6.679 0.317
H 4.694 2.989 -8.116 0.301
H 5.888 1.724 -7.920 0.273
H 2.872 2.720 -5.863 0.338
H 2.485 2.395 -7.538 0.372
H 0.834 0.860 -6.800 0.255
H 1.647 1.693 -3.972 0.411
H 0.219 0.885 -4.439 0.398
H 0.614 2.373 -5.180 0.415
H 2.592 -0.358 -4.898 0.252
H 3.103 -0.148 -6.368 0.431
C 4.904 -4.359 -3.156 -0.655
O 3.724 -4.748 -2.579 -0.304
C 3.327 -4.224 -1.382 -0.563
C 2.219 -5.049 -0.773 0.496
C 0.928 -5.032 -1.584 -1.380
N 1.951 -4.707 0.676 -0.713
H 4.603 -3.498 -3.752 0.219
H 5.083 -5.260 -3.743 0.217
H 5.660 -4.159 -2.398 0.314
H 4.233 -4.115 -0.785 0.332
H 3.097 -3.198 -1.668 0.265
H 2.676 -6.035 -0.857 0.209
H 0.488 -4.068 -1.840 0.348
H 0.227 -5.436 -0.854 0.387
H 1.072 -5.770 -2.373 0.350
H 1.245 -3.987 0.738 0.197
H 1.371 -5.390 1.141 0.281
C 6.480 -4.576 3.568 -0.743
O 6.405 -4.966 4.898 -0.326
C 5.481 -6.046 5.051 -0.735
C 4.614 -6.009 6.382 0.222
C 3.921 -4.601 6.641 -1.345
N 5.398 -6.186 7.565 -0.769
H 7.491 -4.237 3.343 0.275
H 5.835 -3.718 3.382 0.264
H 6.252 -5.398 2.889 0.350
H 4.797 -6.180 4.213 0.443
H 6.048 -6.977 5.076 0.339
H 3.746 -6.663 6.295 0.348
H 3.067 -4.636 5.965 0.365
H 4.549 -3.735 6.433 0.306
H 3.474 -4.538 7.633 0.391
H 5.932 -5.329 7.555 0.334
H 6.173 -6.779 7.304 0.279
N 4.955 3.983 0.489 -0.384
C 5.980 3.391 0.015 0.680
N 5.953 2.179 0.245 -0.386
O 6.886 3.847 -0.523 -0.636
H 4.312 3.430 1.037 0.151
H 4.902 4.984 0.366 0.203
H 6.836 1.777 -0.038 0.218
H 5.219 1.737 0.780 0.156
N -6.941 -2.381 3.259 -0.354
C -6.591 -2.152 2.065 0.661
N -7.190 -2.961 1.176 -0.394
O -5.751 -1.333 1.761 -0.666
H -7.557 -3.169 3.399 0.162
H -6.473 -1.931 4.033 0.224
H -7.886 -3.635 1.463 0.153
H -6.864 -2.958 0.220 0.212
N -1.022 -0.818 2.392 -0.401
C -0.475 -0.064 1.501 0.722
N -1.399 0.387 0.670 -0.391
O 0.691 0.110 1.435 -0.654
H -2.014 -0.949 2.254 0.159
H -0.427 -1.049 3.176 0.217
H -1.017 0.928 -0.092 0.199
H -2.398 0.242 0.680 0.151
N -2.945 4.568 2.217 -0.378
C -2.530 5.538 1.487 0.719
N -3.150 6.614 1.895 -0.412
O -1.715 5.427 0.535 -0.692
H -2.734 3.638 1.884 0.212
H -3.725 4.715 2.841 0.159
H -3.939 6.464 2.507 0.164
H -2.747 7.480 1.567 0.230
```



- Which of these has the lowest E_HOMO?
  C25H33N2O12



- The lowest E_tot belongs to which entry?
  C28H82N14O10